Entry 1:
9
Properties=species:S:1:pos:R:3:nbo_charge:R:1 method="wB97M-V/def2-TZVPD" e_above_lowest_kj_mol=358.5
N -2.06278 -1.15030 -0.08209 -0.504
C -1.15036 -0.36615 0.09623 0.578
O 0.84502 -0.64783 0.57597 -0.641
C 1.69177 0.16553 -0.06984 0.623
O 1.41541 1.13581 -0.73606 -0.618
C -0.96944 1.00925 0.19351 0.119
N -0.63074 2.10625 0.28702 -0.099
H -1.90931 -2.13844 -0.24679 0.428
H 2.77042 -0.11411 -0.01795 0.114


Entry 2:
12
Properties=species:S:1:pos:R:3:nbo_charge:R:1 method="wB97M-V/def2-TZVPD" spin_multiplicity=3 s2=2.008 e_above_lowest_kj_mol=418.0 total_charge=+1
C 1.39722 -0.10291 0.40515 0.500
C -1.10772 -0.49356 0.82092 0.557
N 0.26348 -0.25443 0.71329 -0.566
N 2.55462 0.37454 0.10700 -0.750
N -1.79024 0.08984 -1.33520 0.404
O -1.76519 0.37934 0.04915 -0.221
F -1.37226 -1.77795 0.46943 -0.295
F -0.62332 0.64561 -1.73456 -0.058
H -1.29927 -0.24210 1.81628 0.215
H 3.12463 0.51699 0.94388 0.376
H 3.17946 0.18280 -0.64130 0.404
H -2.56140 0.68185 -1.61402 0.434


Entry 3:
67
Properties=species:S:1:pos:R:3:nbo_charge:R:1 method="wB97M-V/def2-TZVPD" e_tot_ha=-20094.54631
C 3.77027 1.67457 -0.84184 -0.642
C 2.56557 0.92255 -0.02781 -0.252
N 2.10637 -0.20002 -0.90172 -0.657
C 0.88505 0.11729 -1.67617 0.337
C 0.65160 -1.20898 -2.55054 -0.510
C 1.69275 -1.43349 -3.74411 0.313
C 3.24825 -1.09915 -3.71784 -0.690
N 1.23131 -1.98990 -4.85701 -0.607
C 0.76111 1.55031 -2.38046 -0.084
N 1.27133 1.68093 -3.79283 -0.494
C 1.20526 2.88791 -4.21608 0.273
S 0.79634 4.45751 -4.58804 0.042
C -0.79937 2.03281 -2.24259 -0.632
P -2.07293 1.33272 -3.47357 1.313
O -3.18045 2.53997 -3.97779 -0.915
O -1.32979 0.52300 -4.78774 -0.947
C -1.13653 1.17051 -0.90918 0.442
C -2.45696 1.68629 -0.15154 0.669
O -3.60738 1.72996 -0.68434 -0.567
O -2.39389 2.11325 1.20158 -0.748
N -0.26293 0.18194 -0.67028 -0.372
C -0.53241 -0.68980 0.51134 -0.400
C -1.47558 -1.90748 -0.00869 0.468
O -1.09273 -3.09410 0.16683 -0.522
Br -3.21042 -1.66036 -0.91336 0.068
H 4.77629 1.58917 -0.31997 0.231
H 3.84033 1.18075 -1.88003 0.230
H 3.43456 2.75396 -1.03354 0.199
H 1.75472 1.68865 0.20736 0.191
H 3.04248 0.51088 0.92045 0.222
H 2.04460 -1.09690 -0.40718 0.392
H 0.69901 -2.10566 -1.84601 0.249
H -0.41581 -1.17795 -2.98178 0.251
H 3.87329 -1.74237 -4.43008 0.250
H 3.67182 -1.29861 -2.66458 0.237
H 3.37820 0.02710 -3.90914 0.235
H 0.22034 -2.18540 -4.75878 0.332
H 1.28655 2.44426 -1.87275 0.254
H -0.81953 3.15401 -1.98100 0.285
H -2.65890 3.29356 -4.34092 0.476
H -0.91564 1.16817 -5.41521 0.484
H -1.01778 -0.12309 1.41004 0.259
H 0.39805 -1.21061 0.93560 0.247
Br -5.10054 0.24984 4.69121 -0.030
C -4.03071 -1.07959 3.74888 -0.434
C -2.56327 -0.73719 3.80101 -0.585
Br -2.13276 0.71105 2.54216 0.258
H -4.42444 -1.14374 2.73379 0.225
H -4.22562 -2.01997 4.26926 0.217
H -1.95856 -1.59013 3.47760 0.203
H -2.22938 -0.41551 4.78878 0.224
Br 7.05596 0.19951 -3.47255 -0.010
C 7.92999 -0.14578 -1.76453 -0.450
C 7.42328 -1.42120 -1.13885 -0.442
Br 5.66168 -1.16543 -0.34547 -0.022
H 7.77065 0.73391 -1.14191 0.233
H 8.99235 -0.23035 -2.00141 0.234
H 8.06698 -1.72497 -0.31154 0.233
H 7.33675 -2.24484 -1.84716 0.237
Br -5.50802 0.06323 9.33629 -0.016
C -7.14692 -0.26364 8.33277 -0.448
C -7.36501 -1.73889 8.10524 -0.447
Br -6.20278 -2.41436 6.69498 -0.014
H -7.07417 0.30963 7.40910 0.238
H -7.94529 0.15135 8.95121 0.227
H -8.38032 -1.92626 7.75133 0.228
H -7.17626 -2.34485 8.99110 0.231


Entry 4:
16
Properties=species:S:1:pos:R:3:nbo_charge:R:1 method="wB97M-V/def2-TZVPD" e_above_lowest_kj_mol=437.7 total_charge=+1 smiles="C[C@@H]1NN=[N+](C)N1"
C -0.26202 0.24679 -0.96113 0.078
C 0.92864 0.47549 -1.96943 -0.600
C -0.12470 -0.64855 2.62706 -0.438
N -0.32813 1.23087 1.16793 0.169
N -0.30378 1.54641 -0.09145 -0.321
N 0.14968 -0.71545 -0.01808 -0.455
N -0.25455 -0.02599 1.30412 0.046
H -1.19236 0.18471 -1.42105 0.199
H 0.59268 0.92338 -3.00911 0.245
H 1.32406 -0.56178 -2.09651 0.238
H 1.51458 1.06231 -1.39159 0.217
H 0.78239 -1.23141 2.67977 0.244
H -0.87467 -1.45023 2.84312 0.254
H -0.02531 0.17898 3.30160 0.262
H -0.52066 2.36632 -0.51972 0.432
H -0.12827 -1.69911 -0.09547 0.431


Entry 5:
22
Properties=species:S:1:pos:R:3:nbo_charge:R:1 method="wB97M-V/def2-TZVPD" e_above_lowest_kj_mol=249.9
C -3.86942 -0.52298 -0.49039 -0.056
C -4.00707 -0.11805 0.80733 -0.483
C -1.88932 0.32048 -0.17336 -0.021
C 0.91575 -0.23368 1.51110 -0.421
C 0.90013 -0.63009 0.07230 -0.482
C 1.64816 1.09276 1.65711 -0.542
C 0.43305 0.61936 -0.63488 0.040
C 0.56883 0.72808 -2.10795 -0.697
N -2.62331 -0.32961 -1.01174 -0.516
S -2.53802 0.62472 1.33872 0.399
S 0.97047 2.06311 0.27078 0.274
H -4.62387 -1.10732 -1.03457 0.212
H -4.81681 0.17094 1.55145 0.247
H -0.15090 -0.25565 1.94840 0.221
H 1.28841 -1.07063 2.14923 0.222
H 2.01310 -0.69949 -0.17457 0.197
H 0.42590 -1.48315 -0.21551 0.240
H 1.42388 1.67438 2.60207 0.243
H 2.75218 0.74439 1.59258 0.218
H -0.02661 -0.12570 -2.43718 0.239
H 1.50911 0.57685 -2.55099 0.232
H 0.18593 1.75414 -2.48728 0.231


Entry 6:
94
Properties=species:S:1:pos:R:3:lowdin_charge:R:1 method="wB97M-V/def2-TZVPD" e_tot_ha=-15577.37597 smiles="CC[C@@]1(CCCCl)OS(=O)(=O)O[C@H]1SCC(=O)OC[C@H](C)OC(=O)CS.ClC(Cl)Cl.ClC(Cl)Cl.ClC(Cl)Cl.ClC(Cl)Cl.ClC(Cl)Cl.ClC(Cl)Cl.ClC(Cl)Cl.ClC(Cl)Cl.ClC(Cl)Cl"
C 7.54133 -0.00440 0.72439 -0.060
C 6.18640 -0.44659 0.18711 -0.191
C 5.74511 0.27644 -1.06939 -0.454
C 5.01745 1.59297 -0.89608 -0.099
C 5.54680 2.63533 0.10053 -0.229
C 4.55242 2.99052 1.18270 -0.607
Cl 4.39822 1.69724 2.40194 0.582
O 6.88657 0.42091 -1.93483 -0.140
S 7.00086 -0.65843 -3.05714 0.615
O 8.15013 -1.47896 -2.79306 -0.219
O 6.81797 0.00552 -4.31663 -0.220
O 5.68642 -1.46687 -2.67381 -0.203
C 4.79867 -0.63187 -1.93840 -0.553
S 3.63118 -1.68213 -1.09669 1.063
C 2.17214 -0.60105 -1.16286 -0.341
C 0.99062 -1.37488 -1.66842 -0.483
O 0.80032 -1.68299 -2.87060 0.090
O 0.15674 -1.71191 -0.63954 -0.045
C -1.22766 -1.63778 -0.97312 -0.145
C -1.80235 -0.29419 -0.54645 -0.299
C -2.45715 -0.38275 0.80345 -0.032
O -2.66136 0.19839 -1.58973 -0.025
C -4.00993 0.15544 -1.39603 -0.451
O -4.67090 -0.94400 -1.26274 0.053
C -4.68633 1.50216 -1.42610 -0.462
S -3.68909 2.97785 -1.21899 0.744
H 8.32748 -0.54462 0.21446 0.079
H 7.74054 1.04612 0.58751 0.059
H 7.62474 -0.26131 1.77130 0.081
H 5.41326 -0.35796 0.93264 0.069
H 6.27232 -1.49710 -0.06574 0.113
H 3.99458 1.36258 -0.63858 0.102
H 4.99450 2.03955 -1.88374 0.136
H 5.72493 3.55894 -0.43315 0.088
H 6.46561 2.32088 0.56701 0.082
H 3.55477 3.10890 0.78626 0.051
H 4.84291 3.88332 1.71468 0.021
H 4.27374 0.00161 -2.64594 0.124
H 2.35131 0.20039 -1.86271 0.094
H 2.01487 -0.23456 -0.16182 0.082
H -1.41909 -1.80011 -2.02243 0.137
H -1.73580 -2.40871 -0.44943 0.039
H -0.99121 0.42212 -0.48757 0.154
H -2.99499 0.52013 1.06552 0.084
H -3.12979 -1.22625 0.87097 0.061
H -1.67726 -0.51853 1.54202 0.090
H -5.52551 1.46278 -0.74969 0.086
H -5.08897 1.62348 -2.42485 0.085
H -3.14516 2.73494 -0.03019 -0.144
C 6.38636 5.25028 4.84654 -1.531
Cl 7.41025 4.30836 3.76074 0.533
Cl 6.73000 6.97556 4.69251 0.524
Cl 4.68254 4.92279 4.54523 0.486
H 6.61393 4.95462 5.85984 0.012
C -2.14037 -4.94347 1.69425 -1.499
Cl -2.21020 -5.12971 3.44630 0.556
Cl -3.65188 -4.27375 1.08350 0.536
Cl -0.79468 -3.91135 1.22413 0.628
H -1.99965 -5.91834 1.25014 0.013
C -4.42811 7.19005 -1.54853 -1.562
Cl -4.50661 8.94958 -1.46213 0.525
Cl -2.76323 6.62956 -1.40394 0.509
Cl -5.45436 6.45599 -0.31878 0.517
H -4.79698 6.88796 -2.51733 0.010
C 0.59407 4.93673 5.41732 -1.547
Cl 1.64321 3.90837 4.43987 0.490
Cl 1.00132 6.63414 5.18232 0.525
Cl -1.10542 4.64324 5.05275 0.530
H 0.76151 4.69220 6.45576 0.012
C -6.02661 -6.66530 -1.38346 -1.576
Cl -6.33694 -4.96998 -1.02817 0.511
Cl -4.29298 -7.00776 -1.42062 0.515
Cl -6.85154 -7.71746 -0.23657 0.536
H -6.41123 -6.87857 -2.36982 -0.106
C -4.43566 -2.54091 4.86186 -1.578
Cl -4.70967 -2.61746 6.60090 0.533
Cl -5.85038 -1.90569 4.02313 0.525
Cl -3.00360 -1.58376 4.48927 0.517
H -4.26125 -3.54501 4.50359 -0.043
C -9.93263 -4.77886 -2.56455 -1.551
Cl -10.14514 -5.59422 -1.01886 0.528
Cl -8.72390 -5.60464 -3.55121 0.518
Cl -11.46067 -4.64762 -3.43011 0.537
H -9.56953 -3.78024 -2.37070 0.012
C 3.00860 6.83880 0.60868 -1.525
Cl 3.94948 7.26484 2.03578 0.523
Cl 3.98117 5.85033 -0.48830 0.567
Cl 1.51553 6.00376 1.03381 0.526
H 2.74643 7.75045 0.09269 0.012
C -4.69424 -8.32731 -5.40057 -1.545
Cl -6.17156 -7.60305 -4.74909 0.541
Cl -4.47792 -9.95880 -4.77903 0.538
Cl -4.71837 -8.30880 -7.15908 0.543
H -3.86149 -7.72612 -5.06612 0.011